{"formula": "C5H4Cl2NO2", "method": "the ωB97M-V functional and the def2-TZVPD basis", "charge": -1, "de_lowest_kcal_mol": 28.8, "homo_lumo_gap_ha": 0.2934, "multiplicity": 1, "e_lumo_ha": 0.120, "energy_ev": -35879.583, "max_force_ev_per_a": 5.1, "elements": ["Cl", "Cl", "O", "O", "N", "C", "C", "C", "C", "C", "H", "H", "H", "H"], "xyz": [[-0.85145, 2.11630, 0.28408], [-3.85954, -0.69092, -0.68086], [-1.27443, -2.68274, -0.95016], [0.54567, -2.39543, 0.32712], [-3.07682, -0.05814, 1.80002], [-2.81329, -0.36154, 0.63813], [-0.18719, 0.50426, 0.00988], [-0.51452, -2.08273, -0.20633], [-0.91408, -0.57824, 0.07933], [1.27734, 0.50824, -0.28851], [1.80606, 1.09045, 0.46582], [-4.06357, 0.01786, 2.04588], [1.47824, 0.94066, -1.26903], [1.62255, -0.52347, -0.25570]]}

{"formula": "C11H5NO4V", "method": "the ωB97M-V functional and the def2-TZVPD basis", "charge": 2, "de_lowest_kcal_mol": 38.9, "homo_lumo_gap_ha": [0.2060, 0.2055], "multiplicity": 4, "e_lumo_ha": [-0.396, -0.396], "energy_ev": -46834.483, "max_force_ev_per_a": 11.4, "elements": ["V", "O", "O", "O", "O", "N", "C", "C", "C", "C", "C", "C", "C", "C", "C", "C", "C", "H", "H", "H", "H", "H"], "xyz": [[0.18403, 2.00759, -2.17187], [-1.11661, -0.18457, -3.84406], [2.85759, 2.60022, -0.84390], [-0.05318, 4.37926, -3.99721], [4.52800, -0.81867, -5.39375], [-0.10610, 0.70111, -0.75805], [-0.07614, -2.00499, 1.66028], [-0.16184, -0.10731, 0.08906], [3.79172, -0.08125, -4.94026], [-0.52481, -2.57711, 2.84831], [1.87222, 2.32397, -1.38388], [-0.51491, -0.71360, 1.31440], [-1.79661, -0.54846, 3.36068], [-1.41793, -1.86506, 3.67250], [-0.54538, 0.64461, -3.23362], [-1.33932, 0.02782, 2.17950], [-0.12658, 3.56304, -3.15815], [0.60419, -2.52162, 0.98186], [-0.18566, -3.57309, 3.12640], [-1.61442, 1.04853, 1.90501], [-1.81480, -2.33254, 4.56890], [-2.44344, 0.03212, 4.01787]]}